1.
This record from the Open Molecules 2025 dataset describes an isolated molecule of C22H19N3OS2. The level of theory is the ωB97M-V functional and the def2-TZVPD basis.

```
! RIJCOSX wB97M-V def2-TZVPD def2/J DEFGRID3
* xyz 0 1
C 3.83 0.07 -2.89
C 3.50 -1.19 -2.10
C 2.05 -1.64 -2.31
C 0.99 -0.60 -2.00
O 0.01 -0.44 -2.70
N 1.22 0.11 -0.86
C 0.44 1.16 -0.36
C -0.23 2.03 -1.21
C -0.90 3.13 -0.70
C -0.92 3.37 0.66
C -0.30 2.49 1.52
C 0.35 1.36 1.02
S 1.15 0.30 2.21
C 0.87 -1.34 1.58
N 1.90 -2.14 1.80
C 1.91 -3.34 1.25
N 1.02 -3.80 0.40
C -0.04 -3.03 0.23
C -0.26 -1.79 0.88
C -1.55 -1.25 0.56
C -2.19 -2.02 -0.35
S -1.33 -3.44 -0.85
H -3.17 -1.85 -0.76
C -2.20 -0.12 1.22
C -2.99 0.76 0.48
C -3.67 1.78 1.12
C -3.58 1.93 2.49
C -2.80 1.06 3.23
C -2.12 0.03 2.60
H -1.53 -0.66 3.18
H -2.73 1.16 4.30
H -4.11 2.73 2.99
H -4.28 2.47 0.54
H -3.05 0.65 -0.59
H 2.76 -3.97 1.47
H -0.32 2.65 2.59
H -1.43 4.24 1.06
H -1.41 3.80 -1.38
H -0.19 1.85 -2.27
H 1.99 -0.18 -0.27
H 1.91 -1.93 -3.35
H 1.85 -2.52 -1.70
H 4.16 -2.00 -2.41
H 3.70 -1.02 -1.03
H 4.87 0.34 -2.75
H 3.21 0.90 -2.58
H 3.66 -0.10 -3.95
*
```

Summary:
gap between HOMO and LUMO = 8.347 eV
E = -1885.6830 a.u.
M = 405.5 g/mol
SMILES = CCCC(=O)Nc1ccccc1Sc1ncnc2scc(-c3ccccc3)c12

Here are the natural (NBO) charges for atoms 1 to 2, given in e: -0.61 -0.39

***

2.
This record from the Open Molecules 2025 dataset describes a structure of composition C22H19N4O4PSTi. The level of theory is the ωB97M-V functional and the def2-TZVPD basis.

```
! RIJCOSX wB97M-V def2-TZVPD def2/J DEFGRID3
* xyz 2 1
Ti -0.11 -0.70 0.39
N -1.18 -2.40 -3.35
C -1.06 -2.06 -2.07
S 0.48 -2.32 -1.27
N -2.11 -1.56 -1.45
N -1.89 -1.25 -0.15
C -2.92 -1.20 0.67
C -2.79 -1.04 2.07
C -3.94 -0.92 2.87
C -3.86 -0.92 4.24
C -2.61 -1.07 4.86
C -1.45 -1.20 4.11
C -1.52 -1.17 2.72
O -0.41 -1.30 1.98
H -0.43 -2.88 -3.82
H -2.09 -2.39 -3.78
H -3.90 -1.36 0.23
H -4.90 -0.81 2.38
H -4.75 -0.83 4.84
H -2.55 -1.09 5.94
H -0.49 -1.32 4.58
O 3.51 -0.21 -1.25
C 2.74 0.66 -1.14
O 1.39 0.43 -0.59
C 2.62 2.13 -1.41
P 0.86 2.04 -0.70
C -0.10 2.56 -2.15
C -1.20 1.83 -2.59
C -1.86 2.23 -3.73
C -1.44 3.36 -4.43
C -0.35 4.09 -3.98
C 0.33 3.69 -2.84
C 1.15 2.83 0.91
C 1.43 4.20 0.95
C 1.79 4.79 2.15
C 1.89 4.03 3.30
C 1.64 2.66 3.26
C 1.26 2.06 2.07
H 2.72 2.34 -2.47
H 3.37 2.71 -0.88
H -1.54 0.94 -2.07
H -2.72 1.67 -4.08
H -1.96 3.66 -5.33
H -0.02 4.97 -4.52
H 1.19 4.26 -2.49
H 1.36 4.80 0.05
H 1.99 5.85 2.18
H 2.19 4.49 4.23
H 1.74 2.06 4.15
H 1.10 0.99 2.06
O -1.42 1.50 0.90
N -0.75 1.06 0.01
*
```

Summary:
energy relative to the best compared isomer or geometry (same formula, charge and spin) = 25.96 kcal per mole
gap between HOMO and LUMO (spin up / spin down) = 5.549 / 5.763 eV
E = -2958.1616 a.u.
M = 514.3 g/mol

Here are the natural (NBO) charges for atoms 1 to 2, given in e: 1.53 -0.75

***

3.
This record from the Open Molecules 2025 dataset describes a structure of composition C22H20BaCl3N2OS2. The level of theory is the ωB97M-V functional and the def2-TZVPD basis.

```
! RIJCOSX wB97M-V def2-TZVPD def2/J DEFGRID3
* xyz -1 1
Ba 0.95 -1.41 1.14
C 1.86 2.14 1.27
N 0.50 1.69 0.90
C 0.24 1.98 -0.52
C -0.08 0.75 -1.34
N 1.04 -0.17 -1.48
C 0.62 -1.36 -2.23
C 2.25 0.39 -2.06
C 2.13 1.25 -3.14
C 3.24 1.81 -3.75
C 4.49 1.47 -3.26
C 4.61 0.58 -2.21
C 3.51 0.01 -1.56
S 3.73 -1.12 -0.22
C -0.47 2.18 1.87
C -1.23 3.31 1.59
C -2.17 3.82 2.47
C -2.33 3.19 3.69
C -1.54 2.10 4.00
C -0.59 1.55 3.13
S 0.41 0.21 3.68
H 1.96 3.23 1.12
H 2.60 1.62 0.66
H 2.04 1.88 2.31
H 1.10 2.50 -0.95
H -0.60 2.66 -0.66
H -0.48 1.04 -2.33
H -0.91 0.21 -0.86
H 0.35 -1.10 -3.26
H -0.23 -1.84 -1.75
H 1.45 -2.07 -2.26
H 1.14 1.50 -3.51
H 3.13 2.50 -4.58
H 5.39 1.89 -3.71
H 5.60 0.31 -1.84
H -1.08 3.84 0.66
H -2.75 4.69 2.21
H -3.06 3.54 4.42
H -1.64 1.61 4.96
Cl -5.62 -6.00 0.59
C -4.13 -5.09 0.61
C -4.17 -3.70 0.56
C -2.98 -3.01 0.57
Cl -3.01 -1.26 0.52
C -1.72 -3.64 0.62
O -0.62 -2.94 0.60
C -1.74 -5.04 0.67
Cl -0.24 -5.91 0.75
C -2.92 -5.76 0.67
H -5.12 -3.18 0.52
H -2.90 -6.84 0.71
*
```

Summary:
gap between HOMO and LUMO = 6.776 eV
E = -3237.7391 a.u.
M = 636.2 g/mol

Here are the natural (NBO) charges for atoms 1 to 2, given in e: 1.82 -0.43

***

4.
This record from the Open Molecules 2025 dataset describes a structure of composition C22H20ClN2O3Ru. The level of theory is the ωB97M-V functional and the def2-TZVPD basis.

```
! RIJCOSX wB97M-V def2-TZVPD def2/J DEFGRID3
* xyz 2 6
Ru 0.05 -0.37 0.28
C 2.19 0.97 1.36
C 1.28 0.75 2.39
C -0.03 1.24 2.30
C -0.42 1.97 1.18
C 0.48 2.17 0.12
C 1.78 1.65 0.21
H 3.19 0.57 1.42
H 1.59 0.19 3.27
H -0.73 1.07 3.11
H -1.42 2.36 1.11
H 0.18 2.71 -0.76
H 2.47 1.80 -0.61
C -3.58 -0.05 -5.89
C -4.13 0.76 -4.77
C -4.83 1.92 -4.96
C -5.32 2.64 -3.85
Cl -6.20 4.05 -4.10
C -5.09 2.21 -2.51
C -4.39 1.06 -2.29
C -3.93 0.31 -3.41
O -3.30 -0.82 -3.31
C -3.15 -1.49 -2.02
C -1.99 -0.91 -1.23
O -0.86 -0.80 -1.77
O -2.18 -0.63 -0.01
H -3.76 0.45 -6.84
H -4.04 -1.04 -5.91
H -2.50 -0.20 -5.76
H -5.03 2.29 -5.95
H -5.47 2.82 -1.70
H -4.19 0.73 -1.28
H -2.91 -2.52 -2.30
H -4.09 -1.46 -1.48
N 2.18 -3.70 -1.30
C 2.27 -2.38 -1.09
N 1.52 -1.97 -0.09
C 0.88 -3.13 0.39
C -0.03 -3.27 1.43
C -0.54 -4.53 1.66
C -0.14 -5.63 0.88
C 0.78 -5.50 -0.15
C 1.27 -4.22 -0.37
H 2.70 -4.21 -1.99
H 2.90 -1.74 -1.69
H -0.32 -2.45 2.08
H -1.24 -4.69 2.47
H -0.55 -6.61 1.10
H 1.10 -6.35 -0.73
*
```

Summary:
energy relative to the best compared isomer or geometry (same formula, charge and spin) = 0.00 kcal per mole
gap between HOMO and LUMO (spin up / spin down) = 8.870 / 5.358 eV
E = -1740.0652 a.u.
expectation value of S² = 8.778
M = 496.9 g/mol

Here are the natural (NBO) charges for atoms 1 to 2, given in e: 1.29 -0.21

***

Q: Among the records above, which one has the highest E?
A: C22H20ClN2O3Ru

***

Q: What is the M in the third record?
A: 636.2 g/mol

***

Q: What is the M in the fourth record?
A: 496.9 g/mol

***

Q: The highest E belongs to which entry?
A: C22H20ClN2O3Ru